One molecule with the formula C2H4ClOP at a distorted geometry. Source: OMol25; level of theory: ωB97M-V with the def2-TZVPD basis set.

```
9
Properties=species:S:1:pos:R:3:forces:R:3
C 0.048 0.258 1.238 1.924 0.206 -0.433
C 0.243 -0.526 -1.441 1.366 2.238 3.671
O -2.202 0.414 -0.487 0.011 0.427 0.285
P -0.736 0.388 -0.362 1.415 -1.766 -1.652
Cl 2.057 -0.478 -1.264 -1.656 -0.140 -0.168
H -0.274 -0.761 1.428 0.660 -0.281 0.702
H 1.166 0.497 1.276 -1.404 -1.192 -0.778
H -0.242 0.895 2.008 -1.539 1.117 1.079
H -0.060 -0.685 -2.396 -0.778 -0.609 -2.707
```
Positions in Å, forces in eV/Å.

As for the lowest unoccupied orbital energy (alpha / beta): -0.6 / -0.6 eV. The orbital gap (alpha / beta) is 0.304 / 0.304 Ha. The total energy is -25995.985 eV. The energy relative to the best compared isomer or geometry (same formula, charge and spin) comes out at 187.01 kJ/mol. The molar mass comes out at 110.48 g mol⁻¹.

So, what does the natural (NBO) scheme give us? The charges, in e, come out as: C -1.027; C -0.713; O -0.999; P 1.756; Cl -0.046; H 0.269; H 0.286; H 0.259; H 0.215